Entry from the OMol25 dataset: C5H9NO as an isolated structure (wB97M-V/def2-TZVPD).

Output
charge = 0
calculated total energy = -8864.932 eV
HOMO energy = -10.6 eV
LUMO = 0.170 eV
energy relative to the best compared isomer or geometry (same formula, charge and spin) = 98.7 kcal per mole

Last column: Mulliken charge in e.
Atoms and positions in Å:
C (-1.473807, -0.359093, -0.612731)  -1.051
C (-0.397479, -0.591843, 0.458732)  0.530
C (0.188953, 0.788623, 0.777405)  -0.545
C (1.027740, 1.166919, -0.459605)  -0.409
O (1.368598, -0.211732, -1.633364)  -0.689
C (-0.635684, -1.403119, 1.649730)  -0.068
N (-0.670769, -2.089451, 2.581480)  -0.489
H (-0.746761, -0.352877, -1.583306)  0.299
H (-2.128553, 0.462762, -0.204382)  0.305
H (-2.196978, -1.167863, -0.747125)  0.330
H (0.383808, -1.096197, -0.109201)  0.224
H (-0.628940, 1.496115, 1.029012)  0.382
H (0.848925, 0.785403, 1.653855)  0.313
H (2.063108, 1.060739, -0.338502)  0.330
H (0.720975, 2.152953, -0.880031)  0.268
H (2.276866, -0.641338, -1.581971)  0.268

Cartesian forces (eV/Å) of the 6 atoms listed first:
C 0.491 -0.507 -0.562
C 0.149 -0.248 -0.015
C 0.346 -0.399 -0.279
C 0.765 -1.128 -0.815
O -0.881 1.379 0.681
C -0.213 -0.615 0.759

=====

Entry from the OMol25 dataset: a 2-piece molecular cluster, C5H9NO overall (wB97M-V/def2-TZVPD).

Output
charge = 0
calculated total energy = -8864.115 eV
HOMO energy = -8.2 eV
LUMO = 0.847 eV
energy relative to the best compared isomer or geometry (same formula, charge and spin) = 117.6 kcal per mole

Last column: Mulliken charge in e.
Atoms and positions in Å:
C (-0.585084, -0.761095, 0.059992)  -0.260
C (3.492802, 0.618432, -0.118707)  0.968
C (-1.177909, -2.069144, 0.485530)  -0.704
C (2.413734, 0.380011, 0.491085)  -0.833
C (-1.059464, 1.460043, -0.619476)  -0.706
N (-1.488753, 0.136417, -0.211968)  -0.133
O (4.433174, 0.914012, -0.801367)  -0.450
H (-0.833006, -2.517890, 1.454840)  0.283
H (-0.993142, -2.651310, -0.487617)  0.221
H (-2.369794, -1.824702, 0.548088)  0.164
H (1.787398, 1.232093, 0.816763)  0.192
H (1.814881, -0.533441, 0.619464)  0.130
H (-2.492394, 0.198500, -0.001029)  0.316
H (-1.973492, 1.856295, -1.176764)  0.308
H (-0.051175, 1.409150, -1.293052)  0.254
H (-0.917780, 2.152634, 0.234219)  0.251

Cartesian forces (eV/Å) of the 6 atoms listed first:
C -0.364 -0.455 0.539
C 4.132 1.257 -3.584
C -2.814 0.858 -0.944
C -3.524 -0.173 2.060
C 0.584 1.181 -2.204
N 1.393 0.944 0.386

=====

Entry from the OMol25 dataset: a single C5H9NO molecule (wB97M-V/def2-TZVPD).

Output
charge = 0
calculated total energy = -8868.314 eV
HOMO energy = -9.6 eV
SMILES = CC1(C)COC=N1
LUMO = 0.945 eV
energy relative to the best compared isomer or geometry (same formula, charge and spin) = 20.7 kcal per mole

Last column: Mulliken charge in e.
Atoms and positions in Å:
C (-0.641671, 0.293333, 1.491912)  -1.607
C (-0.170000, -0.086026, 0.089888)  1.757
C (-1.361890, -0.272075, -0.850182)  -1.574
C (0.866933, 0.927612, -0.468825)  -0.666
O (2.025970, 0.132333, -0.776184)  -0.366
C (1.725934, -1.112735, -0.342755)  -0.086
N (0.587349, -1.353312, 0.151805)  -0.658
H (-1.288148, -0.490080, 1.899266)  0.379
H (-1.206149, 1.233633, 1.472458)  0.355
H (0.211995, 0.416328, 2.166741)  0.380
H (-1.948107, 0.651965, -0.930094)  0.356
H (-1.021080, -0.555254, -1.852047)  0.364
H (-2.015590, -1.065548, -0.474177)  0.380
H (0.543319, 1.426715, -1.386990)  0.291
H (1.157646, 1.683403, 0.269653)  0.298
H (2.533491, -1.830293, -0.460472)  0.396

Cartesian forces (eV/Å) of the 6 atoms listed first:
C -0.013 0.024 0.062
C -0.156 0.152 0.013
C -0.033 -0.004 -0.040
C -0.175 0.165 0.045
O 0.040 -0.046 -0.004
C -0.112 -0.230 0.142

=====

Entry from the OMol25 dataset: a single C5H9NO molecule (wB97M-V/def2-TZVPD).

Output
charge = 0
calculated total energy = -8864.825 eV
HOMO energy = -8.6 eV
SMILES = C[C@H]1N[C@H]1[C@H]1CO1
LUMO = 1.120 eV
energy relative to the best compared isomer or geometry (same formula, charge and spin) = 101.2 kcal per mole

Last column: Mulliken charge in e.
Atoms and positions in Å:
C (0.167589, -2.435767, 0.306740)  -1.132
C (-0.665037, -1.194708, 0.568019)  0.142
N (-0.407167, 0.104501, 1.151995)  -0.602
C (-0.654297, 0.145103, -0.273468)  -0.247
C (0.295639, 1.170477, -0.981391)  -0.140
C (0.422037, 2.525783, -0.368357)  -0.340
O (1.475788, 1.573454, -0.301802)  -0.447
H (-0.507724, -3.304940, 0.239626)  0.329
H (0.895718, -2.670384, 1.087322)  0.305
H (0.665622, -2.357457, -0.657644)  0.306
H (-1.587698, -1.500753, 1.083489)  0.312
H (0.575951, 0.318362, 1.273115)  0.286
H (-1.654486, 0.282124, -0.661866)  0.293
H (0.406239, 1.174394, -2.069689)  0.426
H (0.641214, 3.414630, -0.974405)  0.266
H (-0.069388, 2.755181, 0.578315)  0.242

Cartesian forces (eV/Å) of the 6 atoms listed first:
C 0.347 0.135 -0.056
C 0.353 0.139 -0.397
N 0.011 0.477 0.862
C -0.296 -0.162 0.195
C -0.193 -0.524 -0.018
C -0.202 -0.067 0.012

=====

Entry from the OMol25 dataset: a single C5H9NO molecule (wB97M-V/def2-TZVPD).

Output
charge = 0
calculated total energy = -8866.926 eV
HOMO energy = -9.3 eV
SMILES = CC(=O)[C@H]1CN1C
LUMO = 0.886 eV
energy relative to the best compared isomer or geometry (same formula, charge and spin) = 52.7 kcal per mole

Last column: Mulliken charge in e.
Atoms and positions in Å:
C (1.102907, -0.516980, 1.363097)  -1.040
C (0.909999, 0.839303, 0.719028)  0.512
O (1.172167, 1.848618, 1.341240)  -0.553
C (0.347816, 1.001751, -0.663616)  -0.042
C (0.118007, -0.028749, -1.709988)  -0.409
N (-0.997858, 0.498171, -0.968248)  -0.259
C (-1.660217, -0.417602, -0.040186)  -0.773
H (0.275292, -0.689607, 2.060416)  0.258
H (2.028096, -0.485672, 1.942720)  0.378
H (1.134842, -1.343242, 0.651034)  0.272
H (0.529603, 2.016009, -1.010594)  0.341
H (0.179075, 0.303233, -2.743206)  0.234
H (0.409816, -1.062641, -1.532340)  0.222
H (-1.085888, -1.331946, 0.176162)  0.292
H (-1.856014, 0.090505, 0.913746)  0.284
H (-2.607644, -0.721152, -0.499270)  0.284

Cartesian forces (eV/Å) of the 6 atoms listed first:
C 0.028 -0.050 0.007
C 0.162 0.059 0.133
O -0.015 -0.336 -0.209
C -0.009 0.325 0.181
C 0.154 -0.224 -0.137
N -0.207 -0.006 -0.062

=====

Entry from the OMol25 dataset: a single C5H9NO molecule (wB97M-V/def2-TZVPD).

Output
charge = 0
calculated total energy = -8867.309 eV
HOMO energy = -9.3 eV
SMILES = CC/N=C\CC=O
LUMO = 0.720 eV
energy relative to the best compared isomer or geometry (same formula, charge and spin) = 43.9 kcal per mole

Last column: Mulliken charge in e.
Atoms and positions in Å:
C (-1.638272, 0.498031, 1.242090)  -1.057
C (-1.469815, -0.041336, -0.179992)  -0.233
N (-0.702894, 0.830022, -1.065473)  -0.564
C (0.561020, 0.835539, -1.083040)  0.057
C (1.565630, 0.110458, -0.203382)  -0.491
C (1.746316, -1.374976, -0.436896)  0.039
O (0.943181, -2.104573, -0.963266)  -0.461
H (-1.822399, 1.576167, 1.236283)  0.291
H (-2.496544, 0.011596, 1.718123)  0.350
H (-0.763400, 0.301910, 1.870735)  0.283
H (-1.042270, -1.049682, -0.160182)  0.179
H (-2.462037, -0.120170, -0.634673)  0.348
H (1.020209, 1.491817, -1.829073)  0.379
H (1.304905, 0.227000, 0.858721)  0.187
H (2.548166, 0.585044, -0.318788)  0.342
H (2.708207, -1.776854, -0.051191)  0.350

Cartesian forces (eV/Å) of the 6 atoms listed first:
C 0.019 0.050 0.064
C -0.099 -0.141 0.046
N 0.415 -0.052 0.001
C -0.266 0.115 -0.056
C -0.073 -0.007 0.026
C -0.264 -0.258 -0.141

=====

no.,frontier orbital gap (eV)
1,10.8
2,9.1
3,10.5
4,9.7
5,10.2
6,10.1